DFT (ωB97M-V with the def2-TZVPD basis set) results for C3H3ClOS in the gas phase at a distorted geometry.

## Properties
- E_LUMO (spin up / spin down): -1.24 / -1.16 eV
- Net charge: 0
- Kohn-Sham gap (spin up / spin down): 7.83 / 7.53 eV

```
9
Properties=species:S:1:pos:R:3:lowdin_charge:R:1
C 0.539 -0.017 0.411 -0.20
C -0.426 -0.857 -0.474 -0.35
C 1.014 -1.043 -0.395 -0.66
O -3.223 -1.423 -0.591 -0.59
S -2.197 -1.568 0.401 0.88
Cl 2.052 -2.346 0.069 0.64
H 0.698 1.047 0.378 0.11
H 0.301 -0.214 1.396 0.07
H -0.818 -0.539 -1.488 0.10
```

***

DFT (ωB97M-V with the def2-TZVPD basis set) results for 2 unconnected molecules or ions with the total composition C3H3ClS at a distorted geometry.

## Properties
- E_LUMO: -0.91 eV
- Net charge: 0
- Kohn-Sham gap: 9.05 eV

```
8
Properties=species:S:1:pos:R:3:lowdin_charge:R:1
C 1.767 1.874 0.616 0.01
C 1.238 1.532 -0.401 -0.05
C -0.753 -1.895 0.794 -0.40
S -1.038 -0.900 -0.464 0.45
Cl -2.631 -1.659 -1.652 0.02
H 2.241 2.284 1.477 0.02
H 0.767 1.338 -1.324 0.00
H -1.591 -2.573 0.953 -0.05
```

***

DFT (ωB97M-V with the def2-TZVPD basis set) results for C3H3ClS in the gas phase at a distorted geometry.

## Properties
- E_LUMO: 0.81 eV
- Net charge: 0
- Kohn-Sham gap: 8.89 eV

```
8
Properties=species:S:1:pos:R:3:lowdin_charge:R:1
Cl 2.302 0.219 -0.216 0.54
C 0.850 -0.797 0.100 -0.48
C -0.481 0.093 0.036 -0.62
C -1.100 1.170 0.082 -0.30
S -2.233 -0.293 -0.221 0.71
H 0.574 -1.446 -0.635 0.04
H 1.121 -1.198 0.977 0.01
H -1.034 2.252 -0.124 0.10
```

***

DFT (ωB97M-V with the def2-TZVPD basis set) results for 2 unconnected molecules or ions with the total composition C3H3ClS at a distorted geometry.

## Properties
- E_LUMO (spin up / spin down): -1.05 / -1.04 eV
- Net charge: 0
- Kohn-Sham gap (spin up / spin down): 7.58 / 8.12 eV

```
8
Properties=species:S:1:pos:R:3:lowdin_charge:R:1
C -0.472 0.623 -0.260 -0.04
C -1.179 -1.645 -1.000 -0.76
C -1.376 -0.196 -0.728 -0.91
S -1.221 -2.436 -2.367 0.73
Cl -2.922 0.396 -1.179 0.67
H -0.783 1.631 0.062 0.07
H 0.501 0.494 0.197 0.07
H -0.712 -2.499 0.776 0.17
```

***

DFT (ωB97M-V with the def2-TZVPD basis set) results for 2 unconnected molecules or ions with the total composition C3H3ClS at a distorted geometry.

## Properties
- E_LUMO: -0.45 eV
- Net charge: 0
- Kohn-Sham gap: 8.43 eV

```
8
Properties=species:S:1:pos:R:3:lowdin_charge:R:1
C -0.556 1.195 0.339 -0.06
C -1.602 0.754 -0.017 -0.73
Cl -2.955 -0.001 -0.545 0.70
H 0.353 1.511 0.762 -0.05
C 1.133 -0.978 -0.208 -0.57
S 2.079 0.220 0.156 0.68
H 1.289 -1.964 0.323 0.04
H 0.259 -0.737 -0.811 -0.01
```

***

DFT (ωB97M-V with the def2-TZVPD basis set) results for a molecular structure, C3H3CoFO4 at a distorted geometry.

## Properties
- 2S+1: 6
- E_LUMO (spin up / spin down): -17.59 / -21.96 eV
- Net charge: +4
- Kohn-Sham gap (spin up / spin down): 11.21 / 6.59 eV
- ⟨S²⟩: 8.76

```
12
Properties=species:S:1:pos:R:3:lowdin_charge:R:1
C -1.583 1.042 1.586 0.18
C -0.627 -0.096 1.505 0.00
O 0.171 -0.036 0.421 0.50
O -2.433 1.226 2.484 0.33
H -1.699 1.788 0.784 0.23
H -1.196 -1.054 1.542 0.26
H -0.025 -0.135 2.443 0.26
F -2.397 0.219 3.444 0.21
C 1.101 -1.023 -2.362 0.44
O 2.067 -0.911 -2.989 0.00
Co 3.521 -0.779 -5.302 1.64
O 3.099 -0.242 -3.556 -0.06
```

***

DFT (ωB97M-V with the def2-TZVPD basis set) results for a molecular structure, C3H3CsFO2 at a distorted geometry.

## Properties
- E_LUMO: -3.39 eV
- Net charge: +1
- Kohn-Sham gap: 7.88 eV

```
10
Properties=species:S:1:pos:R:3:lowdin_charge:R:1
H 3.721 -4.330 -1.180 0.11
C -2.394 0.894 1.368 -0.34
C -3.156 -0.123 1.899 -0.06
O -4.503 0.203 2.133 -0.02
C -5.612 0.419 2.344 0.29
O -1.189 0.756 1.040 -0.10
F 3.873 -3.436 -1.391 -0.12
H -2.904 1.864 1.212 0.13
H -2.925 -1.130 2.224 0.13
Cs 2.174 -0.617 -0.815 0.99
```

***

DFT (ωB97M-V with the def2-TZVPD basis set) results for a molecular structure, C3H3CsO2 at a distorted geometry.

## Properties
- E_LUMO: -1.15 eV
- Net charge: 0
- Kohn-Sham gap: 4.24 eV

```
9
Properties=species:S:1:pos:R:3:lowdin_charge:R:1
C 1.133 0.816 -0.184 -0.09
C -0.311 1.186 -0.210 -0.30
H -0.720 1.825 0.588 0.10
H 1.853 1.156 0.561 0.02
H -0.599 1.511 -1.228 0.09
O 0.756 -1.880 0.023 -0.14
C 0.635 -0.634 0.070 -0.49
O -0.735 -0.184 0.005 -0.15
Cs -2.012 -3.797 0.375 0.96
```

***

DFT (ωB97M-V with the def2-TZVPD basis set) results for a molecular structure, C3H3CuFO2 at a distorted geometry.

## Properties
- E_LUMO: 2.78 eV
- Net charge: -1
- Kohn-Sham gap: 5.69 eV

```
10
Properties=species:S:1:pos:R:3:lowdin_charge:R:1
C -0.345 -0.032 1.341 -0.52
C 0.478 0.703 0.302 -0.20
O -0.287 1.727 -0.488 0.00
C 0.180 0.756 -1.169 -0.02
H -1.395 0.330 1.170 0.09
H -0.083 0.425 2.331 0.08
H 1.466 1.074 0.594 0.12
O -0.207 -1.382 1.300 -0.32
F 0.121 -2.801 -2.494 -0.65
Cu 0.071 -0.800 -2.887 0.43
```

***

DFT (ωB97M-V with the def2-TZVPD basis set) results for a molecular structure, C3H3ErO2 at a distorted geometry.

## Properties
- 2S+1: 4
- E_LUMO (spin up / spin down): -10.42 / -11.53 eV
- Net charge: +2
- Kohn-Sham gap (spin up / spin down): 7.97 / 4.45 eV
- ⟨S²⟩: 3.78

```
9
Properties=species:S:1:pos:R:3:lowdin_charge:R:1
C -0.797 -0.578 0.187 0.14
C -1.253 0.724 0.109 0.34
H -1.985 1.015 -0.646 0.16
H -1.365 -1.479 -0.036 0.17
H -1.028 1.428 0.914 0.15
O 1.520 -1.357 0.205 -0.06
C 0.610 -0.533 -0.134 -0.56
O 0.989 0.722 -0.274 -0.12
Er 3.310 0.057 -0.327 1.78
```

***

DFT (ωB97M-V with the def2-TZVPD basis set) results for C3H3F in the gas phase at a distorted geometry.

## Properties
- E_LUMO: 0.86 eV
- Net charge: 0
- Kohn-Sham gap: 10.56 eV

```
7
Properties=species:S:1:pos:R:3:lowdin_charge:R:1
C 0.659 -0.718 -0.301 -0.12
C -0.348 0.254 0.076 -0.12
C -0.982 1.218 0.432 -0.16
F -1.855 1.984 0.915 0.14
H 0.276 -1.073 -1.251 0.07
H 0.588 -1.360 0.667 0.12
H 1.661 -0.305 -0.538 0.08
```

***

DFT (ωB97M-V with the def2-TZVPD basis set) results for 2 unconnected molecules or ions with the total composition C3H3F2I3 at a distorted geometry.

## Properties
- E_LUMO (spin up / spin down): -1.47 / -1.74 eV
- Net charge: 0
- Kohn-Sham gap (spin up / spin down): 6.79 / 7.52 eV

```
11
Properties=species:S:1:pos:R:3:lowdin_charge:R:1
C -0.263 -0.094 1.624 -0.64
C 0.736 -0.351 0.701 -0.76
C -0.682 0.113 -2.160 -0.78
F -1.880 -0.054 -2.644 0.02
F 0.044 -1.010 -2.462 -0.05
I 0.406 -0.357 3.865 0.51
I 2.264 0.970 0.215 0.81
I 0.247 1.900 -2.835 0.80
H -1.058 -0.837 1.805 0.03
H -0.489 0.973 1.768 0.03
H 0.675 -1.252 0.123 0.02
```

***

DFT (ωB97M-V with the def2-TZVPD basis set) results for C3H3F2IO in the gas phase at a distorted geometry.

## Properties
- 2S+1: 3
- E_LUMO (spin up / spin down): -0.42 / -2.57 eV
- Net charge: 0
- Kohn-Sham gap (spin up / spin down): 5.56 / 5.77 eV
- ⟨S²⟩: 2.02

```
10
Properties=species:S:1:pos:R:3:lowdin_charge:R:1
C 0.220 -0.339 -1.344 -0.44
C 2.688 0.857 0.293 -0.38
C -1.829 -0.445 -0.026 -0.08
O -0.994 -0.195 -1.147 -0.25
F 1.829 1.810 -0.101 -0.03
F 3.018 1.279 1.538 -0.04
I 1.464 -1.402 0.142 0.97
H -2.660 0.275 0.207 0.11
H -1.192 -0.701 0.842 0.05
H -2.545 -1.140 -0.404 0.08
```

***

DFT (ωB97M-V with the def2-TZVPD basis set) results for a gas-phase ion, C3H3F2O4P (charge -2) at a distorted geometry.

## Properties
- E_LUMO: 6.71 eV
- Net charge: -2
- Kohn-Sham gap: 6.90 eV

```
13
Properties=species:S:1:pos:R:3:lowdin_charge:R:1
C 2.011 -0.120 0.151 -0.02
C 0.798 -0.125 -0.283 -0.17
C -0.017 1.041 0.057 -0.64
F 0.465 1.688 1.240 -0.03
F 0.161 2.086 -0.855 0.00
O -1.371 0.936 0.088 -0.14
P -1.820 -0.953 0.072 0.13
O -0.670 -1.509 0.896 -0.39
O -3.194 -1.068 0.603 -0.42
O -1.616 -1.048 -1.426 -0.44
H 2.626 -0.904 -0.292 0.05
H 2.309 0.635 0.774 0.02
H 0.317 -0.659 -1.026 0.06
```

***

DFT (ωB97M-V with the def2-TZVPD basis set) results for C3H3F3 in the gas phase at a distorted geometry.

## Properties
- E_LUMO: 1.02 eV
- Net charge: 0
- Kohn-Sham gap: 12.23 eV

```
9
Properties=species:S:1:pos:R:3:lowdin_charge:R:1
F -1.587 0.717 -0.692 -0.08
C -0.387 -0.140 -0.646 -0.16
C -0.207 -0.336 0.859 0.07
C 0.827 0.438 -0.090 -0.40
F 1.150 1.729 -0.045 0.15
F 1.714 -0.460 -0.724 0.04
H -0.477 -0.898 -1.487 0.18
H 0.017 -1.203 1.322 0.05
H -1.050 0.154 1.503 0.16
```

***

DFT (ωB97M-V with the def2-TZVPD basis set) results for a molecular structure, C3H3FN2 at a distorted geometry.

## Properties
- E_LUMO: 0.52 eV
- Net charge: 0
- Kohn-Sham gap: 9.65 eV

```
9
Properties=species:S:1:pos:R:3:lowdin_charge:R:1
C -1.043 0.377 0.031 -0.41
C -0.540 -0.791 -0.392 -0.01
C 0.841 0.713 0.335 -0.29
H -0.957 -1.581 -0.991 0.11
H 1.784 -1.124 -0.228 0.24
H 1.827 1.083 0.889 0.16
N 0.832 -0.501 -0.137 0.02
N -0.300 1.354 0.469 0.17
F -2.442 0.470 0.024 0.01
```

***

DFT (ωB97M-V with the def2-TZVPD basis set) results for C3H3FN2 in the gas phase at a distorted geometry.

## Properties
- E_LUMO: 0.87 eV
- Net charge: 0
- Kohn-Sham gap: 10.04 eV

```
9
Properties=species:S:1:pos:R:3:lowdin_charge:R:1
F 0.950 -0.835 2.166 0.07
C 0.409 -0.341 1.047 -0.27
C 1.006 0.151 -0.052 -0.08
N -0.018 0.545 -0.875 0.04
C -1.179 -0.016 -0.402 -0.26
N -1.104 -0.546 0.752 0.12
H 2.114 0.440 -0.035 0.15
H -0.062 0.847 -1.788 0.11
H -2.116 -0.245 -0.811 0.11
```

***

DFT (ωB97M-V with the def2-TZVPD basis set) results for C3H3FN2O in the gas phase at a distorted geometry.

## Properties
- E_LUMO: 0.87 eV
- Net charge: 0
- Kohn-Sham gap: 11.64 eV

```
10
Properties=species:S:1:pos:R:3:lowdin_charge:R:1
F -2.181 -0.489 -0.607 -0.02
C -1.540 0.441 0.193 -0.11
C -0.044 0.311 0.092 -0.33
N 0.884 1.157 -0.276 0.10
N 2.069 0.398 -0.375 0.06
C 1.726 -0.819 -0.138 -0.16
O 0.393 -0.962 0.118 0.08
H -1.833 0.232 1.248 0.14
H -1.780 1.446 -0.110 0.12
H 2.307 -1.716 -0.145 0.13
```

***

DFT (ωB97M-V with the def2-TZVPD basis set) results for 2 unconnected molecules or ions with the total composition C3H3FN2S at a distorted geometry.

## Properties
- E_LUMO: -2.39 eV
- Net charge: 0
- Kohn-Sham gap: 7.46 eV

```
10
Properties=species:S:1:pos:R:3:lowdin_charge:R:1
N 0.240 1.718 -0.490 0.18
C 0.069 0.890 0.287 -0.32
N 0.011 0.017 1.268 0.10
C -0.340 -1.164 1.174 -0.23
C -0.876 -1.972 0.065 -0.61
S -1.531 -1.403 -1.290 0.79
H 0.016 -1.620 2.076 0.11
H -0.749 -3.080 0.300 0.08
F 1.849 3.283 -2.114 -0.18
H 1.311 3.331 -1.276 0.08
```

***

DFT (ωB97M-V with the def2-TZVPD basis set) results for C3H3FO in the gas phase at a distorted geometry.

## Properties
- E_LUMO (spin up / spin down): -0.22 / -0.22 eV
- Net charge: 0
- Kohn-Sham gap (spin up / spin down): 8.24 / 8.24 eV

```
8
Properties=species:S:1:pos:R:3:lowdin_charge:R:1
C -0.135 -0.087 0.016 -0.11
C -1.455 -0.597 0.466 -0.23
F -2.311 -0.769 -0.549 0.00
C -2.230 0.432 1.708 -0.02
O -2.564 0.315 2.798 0.11
H 0.484 0.174 0.870 0.08
H -0.223 0.765 -0.662 0.08
H 0.343 -0.896 -0.538 0.09
```